No. 1
{"formula": "C17H18F24INO11P2S", "method": "ωB97M-V/def2-TZVPD", "gap_ev": 9.2, "e_tot_ha": -5316.49327, "elements": ["N", "C", "P", "O", "O", "O", "O", "S", "O", "O", "O", "C", "P", "O", "I", "H", "H", "H", "H", "H", "H", "C", "C", "C", "F", "F", "F", "F", "O", "C", "C", "F", "F", "F", "F", "H", "H", "H", "H", "C", "C", "C", "F", "F", "F", "F", "O", "C", "C", "F", "F", "F", "F", "H", "H", "H", "H", "C", "C", "C", "F", "F", "F", "F", "O", "C", "C", "F", "F", "F", "F", "H", "H", "H", "H"], "coordinates": [[2.23, -0.08, 6.65], [2.35, -0.53, 5.30], [3.95, -1.48, 5.20], [4.03, -2.44, 6.30], [3.92, -2.12, 3.74], [5.16, -0.44, 5.14], [2.32, 0.65, 4.40], [1.04, 0.62, 3.45], [1.39, 0.01, 2.22], [0.37, 1.87, 3.40], [0.21, -0.36, 4.41], [1.19, -1.36, 4.81], [0.60, -2.79, 5.86], [-0.38, -3.47, 4.72], [-1.07, -1.74, 7.28], [1.28, 0.26, 6.81], [2.82, 0.74, 6.77], [4.82, -2.14, 3.38], [4.93, 0.44, 5.48], [1.48, -1.85, 3.87], [0.06, -3.44, 3.85], [2.55, 0.52, -1.38], [1.08, 0.65, -1.81], [0.38, -0.61, -2.34], [0.98, -1.07, -3.46], [-0.90, -0.30, -2.64], [0.97, 1.66, -2.71], [0.38, 1.01, -0.70], [3.52, 0.98, -2.31], [4.05, 0.18, -3.29], [3.73, 0.72, -4.69], [2.40, 0.77, -4.89], [4.26, -0.12, -5.61], [3.68, -1.11, -3.16], [5.40, 0.23, -3.17], [2.66, 1.21, -0.54], [2.78, -0.47, -1.00], [0.38, -1.39, -1.58], [4.15, 1.72, -4.82], [-1.13, 4.67, -6.17], [0.33, 4.22, -6.32], [1.18, 4.12, -5.05], [1.32, 5.33, -4.45], [2.42, 3.68, -5.38], [0.96, 4.99, -7.23], [0.29, 2.95, -6.81], [-1.44, 6.02, -6.45], [-1.37, 7.00, -5.49], [-0.35, 8.08, -5.87], [0.88, 7.55, -6.00], [-0.32, 9.01, -4.88], [-1.14, 6.50, -4.26], [-2.58, 7.61, -5.45], [-1.66, 4.11, -6.94], [-1.55, 4.34, -5.22], [0.74, 3.42, -4.34], [-0.64, 8.56, -6.80], [-3.26, -4.40, 3.36], [-4.05, -5.33, 4.29], [-4.33, -6.76, 3.81], [-5.10, -6.76, 2.70], [-5.00, -7.42, 4.78], [-5.20, -4.74, 4.67], [-3.28, -5.48, 5.41], [-4.00, -3.47, 2.58], [-4.51, -3.79, 1.35], [-6.04, -3.67, 1.32], [-6.59, -4.50, 2.22], [-6.47, -4.01, 0.09], [-4.09, -4.99, 0.92], [-4.04, -2.87, 0.47], [-2.68, -3.77, 4.02], [-2.54, -4.95, 2.75], [-3.40, -7.29, 3.61], [-6.33, -2.64, 1.55]], "mulliken_charge": [-0.52, 0.65, 0.95, -0.65, -0.49, -0.53, -0.27, 1.06, -0.43, -0.60, -0.31, -0.78, 0.18, -0.38, -0.07, 0.31, 0.30, 0.33, 0.36, 0.53, 0.36, -0.74, 0.94, 0.03, -0.23, -0.27, -0.21, -0.31, -0.42, 0.70, 0.27, -0.21, -0.28, -0.29, -0.31, 0.36, 0.40, 0.30, 0.23, -0.84, 0.83, 0.38, -0.24, -0.24, -0.28, -0.30, -0.40, 0.83, 0.19, -0.21, -0.26, -0.28, -0.30, 0.45, 0.36, 0.13, 0.25, -0.53, 0.88, 0.08, -0.22, -0.27, -0.28, -0.32, -0.41, 0.79, 0.19, -0.22, -0.26, -0.29, -0.30, 0.26, 0.38, 0.29, 0.25]}

***

No. 2
{"formula": "C3H9N3", "method": "ωB97M-V/def2-TZVPD", "gap_ev": 8.5, "relative_energy_ev": 4.286, "smiles": "CN/C=N/NC", "e_tot_ha": -283.82561, "elements": ["C", "N", "C", "N", "N", "C", "H", "H", "H", "H", "H", "H", "H", "H", "H"], "coordinates": [[3.04, -0.02, 0.10], [1.59, 0.48, -0.03], [0.51, -0.35, 0.14], [-0.58, 0.12, -0.40], [-1.77, -0.60, -0.33], [-2.90, 0.35, 0.30], [3.72, 0.74, 0.41], [3.50, -0.56, -0.82], [3.21, -0.87, 0.88], [1.38, 1.39, -0.50], [0.72, -1.29, 0.59], [-1.44, -1.39, 0.24], [-4.00, 0.02, -0.10], [-2.71, 0.50, 1.59], [-2.93, 1.50, -0.19]], "nbo_charge": [-0.42, -0.62, 0.19, -0.35, -0.46, -0.47, 0.21, 0.19, 0.20, 0.41, 0.16, 0.33, 0.22, 0.19, 0.23]}

***

What did the second record say?
{"formula": "C3H9N3", "method": "ωB97M-V/def2-TZVPD", "gap_ev": 8.5, "relative_energy_ev": 4.286, "smiles": "CN/C=N/NC", "e_tot_ha": -283.82561, "elements": ["C", "N", "C", "N", "N", "C", "H", "H", "H", "H", "H", "H", "H", "H", "H"], "coordinates": [[3.04, -0.02, 0.10], [1.59, 0.48, -0.03], [0.51, -0.35, 0.14], [-0.58, 0.12, -0.40], [-1.77, -0.60, -0.33], [-2.90, 0.35, 0.30], [3.72, 0.74, 0.41], [3.50, -0.56, -0.82], [3.21, -0.87, 0.88], [1.38, 1.39, -0.50], [0.72, -1.29, 0.59], [-1.44, -1.39, 0.24], [-4.00, 0.02, -0.10], [-2.71, 0.50, 1.59], [-2.93, 1.50, -0.19]], "nbo_charge": [-0.42, -0.62, 0.19, -0.35, -0.46, -0.47, 0.21, 0.19, 0.20, 0.41, 0.16, 0.33, 0.22, 0.19, 0.23]}